The following is a quantum chemistry calculation of a structure of composition C33H46BN5O8Yb, from the Open Molecules 2025 dataset.

Computed properties:
Charge: -1
Multiplicity: 2
Kohn-Sham gap (alpha / beta) (eV): 7.18 / 7.19
E_LUMO (alpha / beta) (eV): 2.350 / 2.350

Geometry (Å):
1 Yb 0.1531 -0.5806 0.2939
2 O 3.0137 -3.0679 2.2978
3 C 2.7177 -2.3040 1.3843
4 O 1.6204 -2.2848 0.7601
5 C 3.8150 -1.3009 0.8812
6 C 3.6319 -0.9550 -0.6033
7 C 4.8685 -0.2012 -1.1323
8 C 4.6538 1.1950 -0.5197
9 C 3.3577 0.9564 0.2692
10 O 2.6315 0.0623 -0.5667
11 C 3.7001 0.1069 1.5118
12 C 2.5868 0.3274 2.5625
13 O 2.8768 0.9550 3.5798
14 O 1.4257 -0.0711 2.2537
15 H 4.7874 -1.7536 1.0866
16 H 3.3069 -1.7750 -1.2376
17 H 4.8524 -0.1638 -2.2232
18 H 5.7939 -0.6760 -0.8101
19 H 4.5022 1.9505 -1.2907
20 H 5.4685 1.5068 0.1320
21 H 2.7594 1.8451 0.4698
22 H 4.6372 0.4244 1.9779
23 N -1.3384 1.2332 -2.4789
24 C -2.3545 0.4568 -2.9620
25 C -3.6558 0.9480 -3.0733
26 C -4.6705 0.1647 -3.5936
27 C -4.3988 -1.1185 -4.0326
28 C -3.1130 -1.6189 -3.9057
29 C -2.0853 -0.8631 -3.3640
30 C -0.7356 -1.4684 -3.2787
31 C -0.2174 -1.8852 -4.5057
32 C 0.9546 -2.6069 -4.5810
33 C 1.5563 -2.9811 -3.3938
34 C 1.0295 -2.5513 -2.1854
35 C -0.0959 -1.7046 -2.0321
36 H -1.4526 2.2237 -2.3745
37 H -0.3970 0.8810 -2.5492
38 H -3.8692 1.9567 -2.7423
39 H -5.6734 0.5649 -3.6769
40 H -5.1829 -1.7268 -4.4615
41 H -2.8977 -2.6230 -4.2456
42 H -0.7462 -1.6241 -5.4152
43 H 1.3682 -2.8982 -5.5392
44 H 2.4431 -3.6070 -3.4086
45 H 1.5039 -2.9378 -1.2913
46 C -1.0898 -3.8516 0.4693
47 C -1.6979 -5.1404 1.0631
48 N -2.2385 -4.8777 2.3917
49 C -3.3052 -3.8929 2.2833
50 C -2.7756 -2.6027 1.6108
51 N -1.3323 -2.7203 1.3747
52 C -0.6650 -2.9974 2.6575
53 C -1.1775 -4.3355 3.2356
54 H -1.5263 -3.6081 -0.5042
55 H -0.0098 -3.9381 0.3527
56 H -0.9461 -5.9262 1.1661
57 H -2.5127 -5.5251 0.4423
58 H -3.6803 -3.6987 3.2923
59 H -4.1193 -4.3431 1.7074
60 H -2.9422 -1.7261 2.2391
61 H -3.2636 -2.4238 0.6479
62 H -0.8663 -2.1613 3.3311
63 H 0.4100 -3.0375 2.4766
64 H -1.5863 -4.2160 4.2438
65 H -0.3814 -5.0822 3.2811
66 C -1.6085 4.8290 0.8157
67 C -0.2425 4.1255 0.8603
68 C 0.5498 4.6919 2.0459
69 O -0.4664 2.7367 1.0901
70 B 0.0713 1.9140 0.0926
71 O 0.6544 2.7788 -0.8525
72 C 0.5375 4.1555 -0.5049
73 C 1.9470 4.7597 -0.4229
74 C -0.2100 4.8884 -1.6313
75 H -2.0806 4.7593 1.7945
76 H -2.2694 4.3493 0.0990
77 H -1.4969 5.8796 0.5559
78 H -0.0532 4.6254 2.9502
79 H 0.8075 5.7351 1.8772
80 H 1.4526 4.1127 2.2125
81 H 2.5606 4.2160 0.2887
82 H 1.9105 5.8118 -0.1441
83 H 2.4139 4.6706 -1.4017
84 H -1.2065 4.4815 -1.7798
85 H 0.3451 4.7582 -2.5578
86 H -0.2892 5.9539 -1.4175
87 N -0.3719 1.0779 3.8658
88 C -1.4158 1.0231 3.0261
89 N -2.4396 1.9266 3.2510
90 O -1.5593 0.1353 2.1823
91 H -0.1645 1.9316 4.3597
92 H 0.4512 0.5652 3.4960
93 H -2.1706 2.8209 3.6278
94 H -3.0804 1.9837 2.4730


The following is a quantum chemistry calculation of a structure of composition C33H46CoNP3, from the Open Molecules 2025 dataset.

Computed properties:
Multiplicity: 4
Relative energy (zero: lowest compared OMol25 entry of this formula, charge and spin) (kJ/mol): 343.6
Kohn-Sham gap (alpha / beta) (eV): 3.42 / 4.48
E_LUMO (alpha / beta) (eV): -0.152 / -0.152

Geometry (Å):
1 P 0.4190 -2.1835 -1.7107
2 P -0.1795 2.1903 -0.8939
3 C 1.0798 0.2023 -2.4944
4 C 1.0417 1.6328 -2.1234
5 H 1.0330 0.2844 -3.6598
6 H 2.1522 -0.1129 -2.4724
7 H 2.1023 1.8958 -1.8585
8 H 0.8427 2.2424 -3.0732
9 C -1.7655 2.8411 -1.5850
10 H -2.0451 3.7289 -0.9617
11 H -2.5758 2.0887 -1.4713
12 H -1.6651 3.1474 -2.6488
13 C 0.7981 3.6812 -0.4508
14 H 0.5584 4.4014 -1.2527
15 H 1.8640 3.3877 -0.4422
16 H 0.4936 4.0386 0.5523
17 C -0.6261 -3.6091 -2.2783
18 H -0.8293 -4.3099 -1.4575
19 H 0.0020 -4.1110 -3.0314
20 H -1.5608 -3.2125 -2.6825
21 C 2.0875 -2.8426 -2.0410
22 H 2.7762 -1.9881 -2.0062
23 H 2.0616 -3.2916 -3.0517
24 H 2.3665 -3.6243 -1.3124
25 Co -0.3516 -0.3531 -3.7884
26 C 0.4121 1.3957 -5.2536
27 C -0.9257 1.4455 -4.8071
28 C -2.0524 0.9830 -5.6822
29 C -1.7789 -0.4974 -6.1296
30 C -1.1088 -1.2652 -5.0735
31 C 0.3604 -1.4975 -4.9517
32 C 1.3342 -0.8634 -5.9124
33 C 1.0438 0.6131 -6.3431
34 C 0.3302 -2.2785 0.1705
35 H 1.1062 2.0860 -4.7825
36 H -1.1758 2.3471 -4.2395
37 H -2.3277 1.5720 -6.5787
38 H -2.9329 0.9809 -5.0298
39 H -2.7568 -0.9579 -6.2880
40 H -1.1833 -0.4984 -7.0350
41 H -1.7402 -1.9296 -4.4918
42 H 0.6998 -2.5117 -4.6809
43 H 1.5139 -1.4086 -6.8519
44 H 2.3104 -0.8939 -5.4059
45 H 2.0577 1.0499 -6.5623
46 H 0.4588 0.6421 -7.2723
47 H 1.3154 -1.9301 0.6217
48 H 0.1231 -3.3449 0.5126
49 H -0.5074 -1.6390 0.4939
50 N -0.4555 1.1406 0.2390
51 P -0.4362 1.3965 1.8129
52 C 1.0237 2.3236 2.3355
53 C 2.2681 1.8014 2.0058
54 C 3.4061 2.5505 2.3497
55 C 3.2796 3.7606 3.0246
56 C 2.0054 4.2358 3.3969
57 C 0.8649 3.5501 3.0116
58 C -1.8896 2.2926 2.4737
59 C -1.9826 2.2557 3.8835
60 C -3.0209 2.9207 4.5104
61 C -3.9816 3.6390 3.7540
62 C -3.8730 3.6462 2.3684
63 C -2.8564 2.9316 1.7040
64 C -0.2744 -0.0594 2.8805
65 C -1.2114 -1.0883 2.7303
66 C -1.3099 -2.0836 3.6834
67 C -0.5462 -2.0431 4.8444
68 C 0.4214 -1.0455 4.9885
69 C 0.5933 -0.0645 3.9950
70 H 2.3598 0.8401 1.4998
71 H 4.3943 2.1479 2.1280
72 H 4.1640 4.3559 3.2543
73 H 1.8837 5.1471 3.9732
74 H -0.1423 3.9200 3.2317
75 H -1.2503 1.6950 4.4589
76 H -3.1097 2.8819 5.5960
77 H -4.8015 4.1831 4.2475
78 H -4.5892 4.2024 1.7486
79 H -2.8243 2.8544 0.6186
80 H -1.8623 -1.1015 1.8637
81 H -2.0159 -2.8780 3.5690
82 H -0.6852 -2.7455 5.6660
83 H 1.0558 -0.9368 5.8817
84 H 1.3683 0.7132 4.1429


F_max, respectively: 2.08; 6.69 eV/A.